one:
{
  "formula": "C7H28N14O7",
  "method": "ωB97M-V/def2-TZVPD",
  "elements": ["N", "C", "N", "O", "H", "H", "H", "H", "N", "C", "N", "O", "H", "H", "H", "H", "N", "C", "N", "O", "H", "H", "H", "H", "N", "C", "N", "O", "H", "H", "H", "H", "N", "C", "N", "O", "H", "H", "H", "H", "N", "C", "N", "O", "H", "H", "H", "H", "N", "C", "N", "O", "H", "H", "H", "H"],
  "coordinates": [[1.631, -5.262, -1.179], [2.403, -4.330, -0.763], [1.784, -3.568, 0.060], [3.561, -4.202, -1.192], [1.929, -5.697, -2.040], [0.754, -5.384, -0.692], [2.167, -2.738, 0.489], [0.774, -3.531, 0.082], [-0.215, 0.630, -5.309], [-0.654, 0.880, -4.123], [0.156, 0.419, -3.259], [-1.539, 1.697, -4.042], [-0.418, 1.254, -6.077], [0.457, -0.122, -5.351], [0.807, -0.262, -3.622], [-0.054, 0.483, -2.273], [-0.514, -2.658, -4.417], [-0.621, -2.784, -3.185], [-1.580, -3.671, -2.862], [0.080, -2.193, -2.337], [0.252, -2.115, -4.789], [-1.097, -3.087, -5.122], [-1.709, -3.921, -1.892], [-2.317, -3.859, -3.526], [-3.244, 2.484, 1.932], [-3.792, 1.974, 2.955], [-3.236, 0.855, 3.183], [-4.772, 2.505, 3.491], [-3.687, 3.189, 1.360], [-2.337, 2.156, 1.633], [-3.530, 0.246, 3.933], [-2.664, 0.550, 2.409], [-0.318, 2.968, 4.072], [-0.559, 2.823, 5.389], [-0.068, 3.800, 6.032], [-1.256, 1.957, 5.826], [0.220, 3.778, 3.799], [-0.829, 2.466, 3.360], [0.366, 4.518, 5.469], [0.077, 3.641, 7.019], [0.588, -0.401, -0.487], [-0.511, 0.182, -0.017], [-1.436, -0.156, -0.887], [-0.716, 0.890, 0.910], [1.455, -0.197, -0.012], [0.538, -0.901, -1.363], [-1.335, -0.879, -1.586], [-2.280, 0.357, -0.677], [4.458, 1.998, 1.509], [3.423, 1.378, 1.044], [2.320, 2.122, 1.149], [3.513, 0.540, 0.215], [4.427, 2.841, 2.064], [5.329, 1.531, 1.301], [1.448, 1.813, 0.744], [2.369, 2.995, 1.654]],
  "lowdin_charge": [0.16, -0.81, 0.17, 0.01, 0.13, 0.11, 0.12, 0.10, 0.14, -0.82, 0.19, 0.05, 0.13, 0.09, 0.11, 0.07, 0.21, -0.70, 0.18, -0.03, 0.12, 0.14, 0.12, 0.11, 0.15, -0.83, 0.19, 0.01, 0.13, 0.06, 0.13, 0.09, 0.16, -0.80, 0.17, 0.06, 0.09, 0.08, 0.11, 0.13, 0.17, -0.75, 0.16, 0.06, 0.08, 0.04, 0.09, 0.13, 0.16, -0.79, 0.17, 0.06, 0.11, 0.12, 0.07, 0.10],
  "smiles": "NC(N)=O.NC(N)=O.NC(N)=O.NC(N)=O.NC(N)=O.NC(N)=O.NC(N)=O",
  "lumo_energy_ev": -0.294,
  "homo_energy_ha": -0.323,
  "homo_lumo_gap_ev": 8.498
}

---

two:
{
  "formula": "C7H28N14O7",
  "method": "ωB97M-V/def2-TZVPD",
  "elements": ["N", "C", "N", "O", "H", "H", "H", "H", "N", "C", "N", "O", "H", "H", "H", "H", "N", "C", "N", "O", "H", "H", "H", "H", "N", "C", "N", "O", "H", "H", "H", "H", "N", "C", "N", "O", "H", "H", "H", "H", "N", "C", "N", "O", "H", "H", "H", "H", "N", "C", "N", "O", "H", "H", "H", "H"],
  "coordinates": [[-5.616, 2.510, 2.173], [-4.465, 2.243, 1.686], [-3.730, 3.263, 1.498], [-3.934, 1.165, 1.674], [-6.234, 1.763, 2.455], [-5.812, 3.438, 2.521], [-2.880, 3.028, 1.005], [-3.969, 4.178, 1.852], [-2.870, -1.976, 4.775], [-4.123, -2.070, 5.081], [-4.924, -1.322, 4.391], [-4.450, -2.717, 6.020], [-2.523, -1.461, 3.978], [-2.394, -2.767, 5.184], [-4.651, -0.736, 3.615], [-5.888, -1.193, 4.662], [2.582, -3.807, 2.183], [3.439, -2.871, 1.933], [3.955, -2.970, 0.769], [3.684, -1.929, 2.677], [1.937, -3.738, 2.957], [2.497, -4.546, 1.500], [4.568, -2.216, 0.491], [3.980, -3.832, 0.244], [-2.099, 4.463, -2.966], [-1.983, 3.842, -4.052], [-1.393, 2.680, -3.872], [-2.291, 4.381, -5.066], [-2.732, 5.240, -3.090], [-1.748, 3.951, -2.169], [-0.977, 2.033, -4.526], [-1.245, 2.502, -2.889], [-0.082, 0.088, 0.452], [0.521, 1.129, -0.057], [1.753, 0.715, -0.292], [0.046, 2.219, -0.215], [0.163, -0.803, 0.044], [-1.033, 0.136, 0.789], [2.063, -0.240, -0.187], [2.378, 1.366, -0.746], [-1.096, -4.447, -3.049], [-0.783, -3.243, -2.760], [0.477, -3.029, -2.675], [-1.611, -2.359, -2.634], [-0.304, -5.073, -3.023], [-1.944, -4.795, -2.625], [1.111, -3.725, -3.040], [0.879, -2.130, -2.447], [7.324, 1.170, -2.458], [6.903, 1.536, -1.351], [5.818, 2.258, -1.456], [7.333, 1.148, -0.272], [7.062, 1.427, -3.399], [8.179, 0.663, -2.277], [5.586, 2.834, -0.659], [5.549, 2.628, -2.356]],
  "lowdin_charge": [0.18, -0.85, 0.17, 0.03, 0.12, 0.12, 0.12, 0.12, 0.16, -0.85, 0.18, 0.05, 0.11, 0.12, 0.09, 0.12, 0.17, -0.82, 0.16, 0.03, 0.13, 0.11, 0.13, 0.11, 0.17, -0.86, 0.17, 0.05, 0.14, 0.11, 0.12, 0.09, 0.16, -0.78, 0.16, 0.05, 0.10, 0.11, 0.10, 0.11, 0.17, -0.84, 0.17, 0.04, 0.11, 0.13, 0.11, 0.12, 0.18, -0.85, 0.15, 0.03, 0.13, 0.14, 0.12, 0.10],
  "smiles": "NC(N)=O.NC(N)=O.NC(N)=O.NC(N)=O.NC(N)=O.NC(N)=O.NC(N)=O",
  "lumo_energy_ev": -0.322,
  "homo_energy_ha": -0.344,
  "homo_lumo_gap_ev": 9.046
}

---

Most stable: one (next structure +0.182 eV)